Version i
20
Properties=species:S:1:pos:R:3:nbo_charge:R:1 method="wB97M-V/def2-TZVPD" smiles="C=[N+](C)CN(C)C" total_charge=+1 homo_energy_ev=-13.7 lumo_energy_ha=-0.142
C -1.398 0.268 -2.211 0.06
N -1.081 0.253 -1.008 -0.27
C -0.987 1.517 -0.248 -0.46
C -0.378 -1.220 -0.278 0.05
N 0.593 -0.889 0.576 -0.39
C 0.388 -0.376 1.927 -0.42
C 1.859 -0.491 0.012 -0.39
H -1.707 1.147 -2.632 0.21
H -1.527 -0.736 -2.549 0.21
H -1.269 1.303 0.815 0.24
H -0.080 1.862 -0.538 0.22
H -1.652 2.335 -0.439 0.25
H -1.335 -1.586 0.024 0.23
H 0.034 -1.749 -1.072 0.21
H 0.344 0.635 1.963 0.19
H -0.334 -0.745 2.570 0.23
H 1.393 -0.674 2.480 0.22
H 2.078 -1.362 -0.775 0.20
H 1.886 0.393 -0.469 0.19
H 2.584 -0.584 0.717 0.22

***

Version ii
20
Properties=species:S:1:pos:R:3:nbo_charge:R:1 method="wB97M-V/def2-TZVPD" smiles="C=C(N)C[C@@H](C)[NH3+]" total_charge=+1 homo_energy_ev=-12.8 lumo_energy_ha=-0.112
C -1.885 -1.410 -0.068 -0.44
C -1.346 -0.246 0.321 0.12
N -1.976 1.012 0.127 -0.86
C -0.004 -0.214 0.978 -0.47
C 1.109 0.542 0.118 -0.03
C 2.395 -0.292 0.067 -0.64
N 0.491 0.825 -1.247 -0.72
H -1.689 -2.379 0.381 0.23
H -2.625 -1.492 -0.866 0.21
H -2.104 1.479 1.019 0.40
H -2.892 0.890 -0.282 0.40
H -0.041 0.112 2.007 0.24
H 0.321 -1.241 1.126 0.24
H 1.217 1.529 0.555 0.23
H 2.408 -0.921 -0.821 0.23
H 3.273 0.335 0.206 0.25
H 2.329 -0.883 0.979 0.25
H 1.229 1.202 -1.837 0.45
H -0.466 1.223 -1.069 0.48
H 0.257 -0.069 -1.693 0.43

***

Most stable one: version ii, least stable one: version i.

***

Version i
20
Properties=species:S:1:pos:R:3:nbo_charge:R:1 method="wB97M-V/def2-TZVPD" total_charge=+1 homo_energy_ev=-14.4 lumo_energy_ha=-0.309
C -2.478 -0.857 0.287 -0.61
C -1.030 -0.608 -0.116 -0.41
C -0.603 0.869 -0.073 -0.42
C 0.914 1.076 0.143 -0.09
C 1.623 0.258 -0.918 -0.19
N 1.563 -1.132 -0.615 -0.16
N 1.262 0.642 1.502 -0.74
H -3.174 -0.268 -0.437 0.21
H -2.770 -1.897 0.220 0.23
H -2.694 -0.533 1.328 0.23
H -0.859 -1.012 -1.131 0.17
H -0.335 -1.222 0.503 0.21
H -0.884 1.347 -1.034 0.21
H -1.130 1.372 0.723 0.25
H 0.855 -0.259 -1.564 0.43
H 2.438 -1.579 -0.954 0.40
H 2.546 0.732 -1.329 0.27
H 2.019 1.181 1.947 0.39
H 1.611 -0.320 1.416 0.35
H 1.127 2.211 0.103 0.26

***

Version ii
20
Properties=species:S:1:pos:R:3:nbo_charge:R:1 method="wB97M-V/def2-TZVPD" total_charge=+1 homo_energy_ev=-15.1 lumo_energy_ha=-0.140
C 0.770 -1.933 -1.303 -0.61
C 0.532 -2.092 0.193 -0.39
C -0.578 -1.202 0.832 -0.42
C -0.262 0.284 0.743 -0.24
N -0.680 1.108 -0.434 -0.50
C -0.625 2.406 -0.467 0.41
N -0.221 3.210 0.514 -0.72
H 0.943 -0.892 -1.584 0.16
H -0.113 -2.251 -1.861 0.22
H 1.624 -2.521 -1.629 0.24
H 1.383 -1.729 0.767 0.20
H 0.114 -3.081 0.345 0.24
H -0.360 -1.345 1.897 0.24
H -1.635 -1.435 0.796 0.24
H -0.715 0.849 1.560 0.21
H 0.824 0.391 0.854 0.21
H -0.479 0.579 -1.278 0.44
H -0.880 2.862 -1.414 0.23
H 0.176 2.776 1.335 0.42
H 0.182 4.016 0.135 0.43

***

Most stable one: version ii, least stable one: version i.

***

Version i
20
Properties=species:S:1:pos:R:3:nbo_charge:R:1 method="wB97M-V/def2-TZVPD" total_charge=+1 homo_energy_ev=-12.4 lumo_energy_ha=-0.120
C -0.124 -1.371 1.115 -0.67
C -0.390 0.106 1.107 -0.01
N -1.770 0.506 0.462 -0.70
C 0.649 1.120 0.523 -0.46
C 1.620 0.648 -0.518 -0.27
C 1.254 -0.267 -1.430 0.02
N -0.047 -0.568 -1.868 -0.89
H -0.383 -1.869 2.050 0.24
H 0.982 -1.361 1.114 0.26
H -0.489 -1.929 0.259 0.24
H -0.480 0.434 2.141 0.22
H -1.612 0.348 -0.537 0.46
H -2.564 0.006 0.850 0.44
H -1.890 1.472 0.760 0.44
H 1.153 1.576 1.380 0.25
H 0.024 1.936 0.152 0.20
H 2.481 1.246 -0.784 0.25
H 2.077 -0.778 -1.941 0.20
H -0.037 -1.423 -2.409 0.40
H -0.456 0.168 -2.422 0.39

***

Version ii
20
Properties=species:S:1:pos:R:3:nbo_charge:R:1 method="wB97M-V/def2-TZVPD" total_charge=+1 homo_energy_ev=-12.8 lumo_energy_ha=-0.213
C 2.856 -0.676 -0.029 -0.61
C 1.643 0.229 -0.347 -0.42
C 0.908 0.711 0.928 -0.39
C -0.334 -0.175 1.501 0.19
C -0.994 0.278 0.493 0.18
N -3.662 0.787 -3.753 -1.07
N -0.244 -1.166 2.378 -0.83
H 2.653 -1.119 0.958 0.19
H 3.727 -0.038 0.098 0.23
H 3.068 -1.398 -0.807 0.24
H 2.039 1.137 -0.815 0.24
H 0.930 -0.264 -1.007 0.22
H 0.728 1.764 1.080 0.26
H 1.602 0.502 1.764 0.32
H -1.117 1.125 -0.174 0.29
H -4.418 0.319 -4.239 0.36
H -2.824 0.393 -4.179 0.35
H -3.697 1.741 -4.101 0.36
H -0.492 -1.276 3.350 0.45
H 0.076 -2.053 2.003 0.43

***

Version iii
20
Properties=species:S:1:pos:R:3:nbo_charge:R:1 method="wB97M-V/def2-TZVPD" smiles="N/C=C/CCC[NH3+]" total_charge=+1 homo_energy_ev=-11.4 lumo_energy_ha=-0.122
N 2.553 0.397 1.617 -0.76
C 1.548 -0.142 0.908 0.08
C 0.940 0.435 -0.184 -0.46
C 0.408 -0.354 -1.389 -0.44
C -1.073 -0.847 -1.292 -0.43
C -1.837 -0.610 0.016 -0.21
N -1.973 0.895 0.169 -0.71
H 2.847 -0.045 2.470 0.41
H 2.898 1.316 1.397 0.41
H 1.064 -1.049 1.272 0.19
H 0.971 1.524 -0.201 0.19
H 1.045 -1.221 -1.571 0.24
H 0.575 0.355 -2.193 0.24
H -1.694 -0.513 -2.130 0.22
H -1.016 -1.951 -1.247 0.24
H -2.852 -1.007 0.060 0.23
H -1.216 -1.009 0.812 0.23
H -1.083 1.211 0.611 0.47
H -2.695 1.034 0.889 0.43
H -2.405 1.369 -0.622 0.45

***

Version iv
20
Properties=species:S:1:pos:R:3:nbo_charge:R:1 method="wB97M-V/def2-TZVPD" total_charge=+1 homo_energy_ev=-13.7 lumo_energy_ha=-0.277
C -1.822 -0.913 0.635 -0.21
C -0.894 0.266 0.902 -0.34
C 0.330 0.224 -0.065 -0.24
C 0.826 -1.119 -0.088 0.23
C 2.253 1.631 -0.708 -0.43
N 1.369 1.192 0.401 -0.53
N -2.541 -0.768 -0.615 -0.80
H -2.550 -1.007 1.437 0.24
H -1.184 -1.838 0.636 0.15
H -1.382 1.232 0.775 0.26
H -0.481 0.196 1.910 0.23
H 1.532 -1.436 0.680 0.22
H 0.628 -1.789 -0.923 0.22
H 2.755 0.806 -1.218 0.18
H 2.989 2.315 -0.295 0.24
H 1.656 2.169 -1.442 0.21
H 1.965 0.688 1.060 0.36
H -2.015 -1.075 -1.423 0.36
H -3.404 -1.295 -0.606 0.39
H -0.030 0.521 -1.053 0.26

***

Most stable one: version i, least stable one: version ii.